Entry 1:
Here is a single C18H20N2O2 molecule from OMol25. Energies are from the ωB97M-V functional and the def2-TZVPD basis.

Bonds (Å) are listed after each position.
Cartesian coordinates (Å):
1 C -2.693 1.450 0.298  C3 1.407, H7 0.903, C18 1.534, H37 1.215
2 C -4.297 -0.264 -0.458  C3 1.489, C33 1.524, C36 1.441
3 C -3.339 0.827 -0.786  C1 1.407, C2 1.489, H15 1.225, H24 1.189
4 O -0.266 1.465 -1.974  C41 1.382
5 C -4.630 -2.277 0.326  H12 1.179, C25 1.523, C36 1.271
6 H -7.482 -0.749 0.480  C30 1.021
7 H -2.173 1.053 0.921  C1 0.903
8 H -5.980 1.084 -0.585  C33 1.134
9 H 4.294 -0.169 2.643  C13 1.248
10 H 3.312 1.844 2.333  N31 0.886
11 C 2.392 1.104 0.897  N19 1.403, C22 1.709, N31 1.380
12 H -4.205 -3.248 0.842  C5 1.179
13 C 4.495 -0.542 1.469  H9 1.248, C20 1.237, C22 1.338
14 H -1.409 3.149 0.548  C18 0.939
15 H -3.867 1.417 -1.720  C3 1.225
16 H -2.102 3.129 -1.072  C18 1.157
17 H -6.726 -2.944 1.228  C25 1.130
18 C -1.743 2.579 -0.120  C1 1.534, H14 0.939, H16 1.157, C41 1.567
19 N 1.401 0.941 -0.082  C11 1.403, O34 1.172
20 C 5.517 -1.233 1.371  C13 1.237, H23 0.946, C27 1.279
21 H 6.053 -0.796 -2.708  C39 1.038
22 C 3.685 0.034 0.573  C11 1.709, C13 1.338, C38 1.390
23 H 6.169 -1.458 2.018  C20 0.946
24 H -2.463 0.341 -1.426  C3 1.189
25 C -6.040 -2.117 0.878  C5 1.523, H17 1.130, C30 1.461
26 H 4.317 -1.179 -2.845  C39 1.183
27 C 5.752 -1.626 0.177  C20 1.279, H32 1.160, C42 1.442
28 H 5.609 -2.613 -2.345  C39 1.168
29 H -2.709 -1.907 -0.074  C36 1.074
30 C -6.470 -0.820 0.363  H6 1.021, C25 1.461, C33 1.266
31 N 2.468 1.837 2.064  H10 0.886, C11 1.380, H35 0.989
32 H 6.685 -2.086 -0.338  C27 1.160
33 C -5.723 0.108 -0.068  C2 1.524, H8 1.134, C30 1.266
34 O 0.404 1.488 0.200  N19 1.172, C41 1.300
35 H 1.667 2.308 2.402  N31 0.989
36 C -3.688 -1.477 0.027  C2 1.441, C5 1.271, H29 1.074
37 H -3.572 2.106 0.819  C1 1.215
38 C 4.062 -0.214 -0.742  C22 1.390, H40 1.157, C42 1.435
39 C 5.352 -1.474 -2.354  H21 1.038, H26 1.183, H28 1.168, C42 1.394
40 H 3.211 0.075 -1.471  C38 1.157
41 C -0.427 1.947 -0.689  O4 1.382, C18 1.567, O34 1.300
42 C 5.157 -1.096 -1.026  C27 1.442, C38 1.435, C39 1.394

The frontier orbital gap is 8.80 eV. As for the energy above the lowest of the compared OMol25 structures with the same formula, charge and spin: 392.6 kcal per mole. The HOMO energy comes out at -8.3 eV. Its spin multiplicity is 1. As for the SMILES: Cc1cccc(/C(N)=N/OC(=O)CCCc2ccccc2)c1.


Entry 2:
Here is a single C18H20N2O4 molecule from OMol25. Energies are from the ωB97M-V functional and the def2-TZVPD basis.

Bonds (Å) are listed after each position.
Cartesian coordinates (Å):
1 C -3.756 1.558 -0.849  C4 1.396, C17 1.384, H43 1.077
2 H 2.776 -0.988 1.668  C29 1.081
3 H -5.610 -3.905 0.765  C38 1.089
4 C -2.992 0.584 -0.205  C1 1.396, C21 1.401, N33 1.386
5 H 1.290 -0.739 -0.315  C18 1.090
6 H -3.035 -1.400 0.614  C21 1.076
7 H 0.064 -0.051 2.271  C13 1.086
8 C 5.343 -1.551 -0.540  C9 1.450, O14 1.203, O23 1.385
9 C 4.393 -1.763 0.535  C8 1.450, C29 1.350, H41 1.078
10 H 4.436 1.496 -1.414  C22 1.082
11 O -5.578 -2.053 0.021  C27 1.365, C38 1.405
12 H 0.009 2.183 1.807  C26 1.096
13 C -0.537 -0.760 1.710  H7 1.086, C15 1.536, H31 1.088, H44 1.086
14 O 6.175 -2.332 -0.919  C8 1.203
15 C -0.740 -0.290 0.262  C13 1.536, C18 1.534, H20 1.098, N33 1.452
16 H -0.914 2.330 -1.108  C24 1.102
17 C -5.078 1.309 -1.172  C1 1.384, H30 1.080, C39 1.378
18 C 0.603 0.106 -0.364  H5 1.090, C15 1.534, H28 1.099, N36 1.444
19 H -4.031 -3.436 0.090  C38 1.096
20 H -1.134 -1.129 -0.327  C15 1.098
21 C -3.598 -0.642 0.098  C4 1.401, H6 1.076, C27 1.386
22 C 4.356 0.586 -0.835  H10 1.082, O23 1.328, C42 1.353
23 O 5.262 -0.323 -1.177  C8 1.385, C22 1.328
24 C -1.096 2.125 -0.041  H16 1.102, C26 1.520, H32 1.093, N33 1.447
25 O 2.881 2.547 0.964  C40 1.216
26 C 0.206 2.264 0.732  H12 1.096, C24 1.520, H35 1.094, N36 1.454
27 C -4.920 -0.886 -0.238  O11 1.365, C21 1.386, C39 1.395
28 H 0.449 0.354 -1.424  C18 1.099
29 C 3.470 -0.832 0.854  H2 1.081, C9 1.350, C42 1.431
30 H -5.651 2.076 -1.671  C17 1.080
31 H -0.037 -1.726 1.721  C13 1.088
32 H -1.793 2.877 0.337  C24 1.093
33 N -1.676 0.815 0.167  C4 1.386, C15 1.452, C24 1.447
34 H -6.698 -0.106 -1.129  C39 1.077
35 H 0.658 3.243 0.550  C26 1.094
36 N 1.160 1.242 0.334  C18 1.444, C26 1.454, C40 1.349
37 H -4.559 -2.791 1.672  C38 1.095
38 C -4.893 -3.091 0.673  H3 1.089, O11 1.405, H19 1.096, H37 1.095
39 C -5.671 0.100 -0.879  C17 1.378, C27 1.395, H34 1.077
40 C 2.473 1.497 0.504  O25 1.216, N36 1.349, C42 1.501
41 H 4.478 -2.700 1.060  C9 1.078
42 C 3.422 0.398 0.125  C22 1.353, C29 1.431, C40 1.501
43 H -3.331 2.510 -1.118  C1 1.077
44 H -1.496 -0.858 2.210  C13 1.086

The frontier orbital gap is 7.85 eV. As for the energy above the lowest of the compared OMol25 structures with the same formula, charge and spin: 49.7 kcal per mole. The HOMO energy comes out at -7.9 eV. Its spin multiplicity is 1. As for the SMILES: COc1cccc(N2CCN(C(=O)c3ccc(=O)oc3)C[C@H]2C)c1.


Entry 3:
Here is a single C18H20N2O4S molecule from OMol25. Energies are from the ωB97M-V functional and the def2-TZVPD basis.

Bonds (Å) are listed after each position.
Cartesian coordinates (Å):
1 O 2.444 -1.701 2.848  N45 1.217
2 C 2.044 1.540 1.386  C12 1.389, C28 1.384, H40 1.078
3 O 0.672 0.777 3.252  C12 1.362, C15 1.412
4 H 1.996 2.956 -2.302  C21 1.091
5 C 0.803 -1.842 0.719  H6 1.079, C26 1.390, C36 1.379
6 H 1.858 -1.704 0.538  C5 1.079
7 H -3.282 -2.781 -0.948  C41 1.090
8 C -1.005 -2.158 2.297  C9 1.379, C26 1.390, H44 1.079
9 C -1.901 -2.195 1.250  C8 1.379, H13 1.080, C22 1.394
10 H 1.310 0.548 -2.951  C14 1.092
11 C 0.934 2.028 -0.708  C21 1.505, C24 1.391, C28 1.387
12 C 0.831 1.182 1.961  C2 1.389, O3 1.362, C33 1.396
13 H -2.956 -2.320 1.448  C9 1.080
14 C 0.749 1.457 -3.178  H10 1.092, C21 1.532, H27 1.098, N34 1.445
15 C 1.743 0.968 4.152  O3 1.412, H29 1.094, H32 1.094, H38 1.089
16 H -1.945 -2.494 -2.103  C41 1.087
17 S -3.120 -0.483 -1.582  C20 1.830, C41 1.844
18 O 0.883 -2.241 4.219  N45 1.213
19 H 0.239 -1.793 -1.340  C36 1.079
20 C -2.592 -0.313 -3.325  S17 1.830, H23 1.089, C25 1.516, H43 1.088
21 C 1.005 2.538 -2.122  H4 1.091, C11 1.505, C14 1.532, H42 1.094
22 C -1.458 -2.078 -0.066  C9 1.394, C36 1.393, C41 1.490
23 H -2.913 -1.202 -3.867  C20 1.089
24 C -0.273 1.648 -0.128  C11 1.391, H31 1.079, C33 1.378
25 C -1.083 -0.172 -3.361  C20 1.516, N34 1.343, O39 1.216
26 C 0.348 -1.992 2.024  C5 1.390, C8 1.390, N45 1.433
27 H 1.071 1.828 -4.160  C14 1.098
28 C 2.083 1.949 0.064  C2 1.384, C11 1.387, H35 1.081
29 H 2.604 0.344 3.894  C15 1.094
30 H -1.316 1.846 -3.183  N34 1.008
31 H -1.190 1.693 -0.696  C24 1.079
32 H 2.048 2.018 4.185  C15 1.094
33 C -0.326 1.223 1.181  C12 1.396, C24 1.378, H37 1.079
34 N -0.647 1.094 -3.240  C14 1.445, C25 1.343, H30 1.008
35 H 3.035 2.228 -0.366  C28 1.081
36 C -0.102 -1.890 -0.321  C5 1.379, H19 1.079, C22 1.393
37 H -1.262 0.932 1.630  C33 1.079
38 H 1.361 0.664 5.125  C15 1.089
39 O -0.346 -1.135 -3.447  C25 1.216
40 H 2.959 1.501 1.954  C2 1.078
41 C -2.430 -2.148 -1.194  H7 1.090, H16 1.087, S17 1.844, C22 1.490
42 H 0.274 3.340 -2.262  C21 1.094
43 H -3.106 0.566 -3.707  C20 1.088
44 H -1.327 -2.254 3.322  C8 1.079
45 N 1.286 -1.973 3.106  O1 1.217, O18 1.213, C26 1.433

The frontier orbital gap is 8.07 eV. As for the energy above the lowest of the compared OMol25 structures with the same formula, charge and spin: 82.2 kcal per mole. The HOMO energy comes out at -8.4 eV. Its spin multiplicity is 1. As for the SMILES: COc1ccc(CCNC(=O)CSCc2ccc([N+](=O)[O-])cc2)cc1.


Entry 4:
Here is 2 unconnected molecules or ions with the total composition C18H20N2O4S from OMol25. Energies are from the ωB97M-V functional and the def2-TZVPD basis.

Bonds (Å) are listed after each position.
Cartesian coordinates (Å):
1 H -0.934 -1.404 5.017  no bonds
2 H -3.523 0.220 0.367  C7 0.957
3 H -0.523 1.053 3.598  C38 1.283
4 H -2.188 1.520 4.016  C38 1.188
5 H 3.468 0.749 -7.096  C15 1.174
6 C 1.196 0.608 -6.716  C15 1.546, H23 1.113, S43 1.764
7 C -2.614 -0.067 0.286  H2 0.957, C9 1.625, C22 1.552
8 O 0.498 -1.546 3.162  C26 1.464
9 C -1.555 -0.077 1.520  C7 1.625, C18 1.408, N37 1.359
10 C -3.553 -0.478 2.887  H12 0.900, H28 1.160, N37 1.393, C40 1.580
11 H 4.353 -0.133 1.811  C16 1.041
12 H -4.066 0.222 3.125  C10 0.900
13 H 2.747 -1.581 3.163  C45 1.231
14 H -4.609 -1.716 4.590  C40 1.123
15 C 2.667 0.653 -6.242  H5 1.174, C6 1.546, C32 1.254
16 C 4.185 0.321 2.732  H11 1.041, H27 1.142, H33 1.064, C45 1.563
17 C -1.703 -0.165 5.112  H36 1.107, C38 1.472, O41 1.485
18 C -0.194 -0.271 1.216  C9 1.408, C20 1.295, C26 1.307
19 N 0.091 0.246 -2.367  C21 1.294, H24 1.177, C34 1.328
20 C 0.254 -0.039 0.023  C18 1.295, C34 1.271, H42 1.140
21 C 1.269 0.135 -2.889  N19 1.294, C25 1.493, O44 1.293
22 C -1.763 0.075 -1.005  C7 1.552, H31 1.149, C34 1.470
23 H 0.843 0.964 -7.709  C6 1.113
24 H -0.623 0.688 -3.192  N19 1.177
25 C 1.319 0.420 -4.353  C21 1.493, C32 1.417, S43 1.654
26 C 0.593 -0.404 2.251  O8 1.464, C18 1.307, O29 1.310
27 H 5.103 -0.124 3.246  C16 1.142
28 H -4.044 -1.197 2.121  C10 1.160
29 O 1.791 0.124 2.195  C26 1.310, C45 1.694
30 H 3.460 0.429 -4.383  C32 1.086
31 H -2.591 0.358 -1.751  C22 1.149
32 C 2.574 0.434 -5.011  C15 1.254, C25 1.417, H30 1.086
33 H 4.031 1.361 2.567  C16 1.064
34 C -0.300 0.175 -1.100  N19 1.328, C20 1.271, C22 1.470
35 H 2.598 0.004 4.213  C45 1.004
36 H -1.388 0.467 5.965  C17 1.107
37 N -2.181 -0.327 2.701  C9 1.359, C10 1.393, C38 1.456
38 C -1.656 0.482 3.791  H3 1.283, H4 1.188, C17 1.472, N37 1.456
39 H -3.157 -2.337 4.069  C40 1.110
40 C -3.622 -1.339 4.210  C10 1.580, H14 1.123, H39 1.110, O41 1.512
41 O -3.014 -0.762 5.469  C17 1.485, C40 1.512
42 H 1.366 -0.033 -0.227  C20 1.140
43 S 0.125 0.963 -5.360  C6 1.764, C25 1.654
44 O 2.278 0.102 -2.081  C21 1.293
45 C 2.929 -0.378 3.345  H13 1.231, C16 1.563, O29 1.694, H35 1.004

The frontier orbital gap is 6.98 eV. As for the energy above the lowest of the compared OMol25 structures with the same formula, charge and spin: 379.8 kcal per mole. The HOMO energy comes out at -7.6 eV. Its spin multiplicity is 1.


Number 1: molecular weight 296.4 u. Number 2: molecular weight 328.4 u. Number 3: molecular weight 360.4 u. Number 4: molecular weight 360.4 u.